{"formula": "C28H29BrN6O4RuS", "method": "the ωB97M-V functional and the def2-TZVPD basis", "total_charge": -2, "spin_multiplicity": 1, "e_above_lowest_kcal_mol": 46.5, "homo_energy_ev": -0.247, "symbols": ["Ru", "O", "C", "C", "C", "C", "C", "C", "C", "O", "N", "N", "C", "C", "Br", "C", "C", "C", "C", "C", "C", "C", "H", "H", "H", "H", "H", "H", "H", "H", "H", "H", "H", "H", "H", "H", "O", "N", "C", "C", "C", "C", "C", "S", "H", "H", "H", "H", "N", "C", "C", "N", "C", "C", "N", "H", "H", "H", "H", "H", "C", "O", "C", "C", "H", "H", "H", "H", "H", "H"], "positions_angstrom": [[-0.800, -0.038, -0.494], [-0.404, 4.049, 0.598], [0.792, 4.172, 1.073], [1.258, 5.385, 1.647], [2.546, 5.517, 2.132], [3.453, 4.462, 2.066], [3.021, 3.264, 1.500], [1.733, 3.097, 1.027], [1.307, 1.759, 0.469], [0.213, 1.886, -0.435], [0.907, 0.837, 1.531], [0.651, -0.415, 0.847], [0.580, -1.510, 1.691], [-0.002, -2.697, 1.465], [-1.280, -2.485, -0.212], [0.185, -4.012, 1.937], [1.403, -4.725, 1.846], [1.511, -6.066, 2.324], [2.686, -6.785, 2.250], [3.845, -6.236, 1.696], [3.769, -4.927, 1.218], [2.603, -4.191, 1.288], [-0.257, 2.745, -0.100], [0.557, 6.212, 1.694], [2.857, 6.463, 2.566], [4.466, 4.569, 2.435], [3.712, 2.427, 1.423], [2.127, 1.306, -0.110], [1.714, 0.720, 2.146], [1.145, -1.446, 2.622], [-0.680, -4.572, 2.284], [0.629, -6.525, 2.760], [2.705, -7.802, 2.632], [4.766, -6.804, 1.640], [4.651, -4.470, 0.777], [2.589, -3.173, 0.917], [-1.842, 0.749, -2.308], [-2.983, 1.411, -2.257], [-2.910, 2.754, -2.398], [-4.015, 3.555, -2.367], [-5.261, 2.939, -2.165], [-5.325, 1.581, -2.027], [-4.175, 0.741, -2.088], [-4.228, -0.939, -1.962], [-1.896, 3.116, -2.498], [-3.903, 4.625, -2.463], [-6.166, 3.534, -2.113], [-6.267, 1.075, -1.871], [0.886, -1.083, -5.719], [1.236, -1.153, -4.374], [0.379, -0.637, -3.392], [0.691, -0.719, -2.113], [1.829, -1.342, -1.779], [2.653, -1.848, -2.761], [2.376, -1.745, -4.064], [0.254, -0.336, -5.956], [1.683, -1.154, -6.331], [-0.563, -0.155, -3.632], [2.043, -1.411, -0.721], [3.573, -2.355, -2.498], [-3.236, 0.016, 2.855], [-2.345, -0.352, 1.818], [-2.016, 0.475, 0.817], [-2.649, 1.835, 0.926], [-2.907, 0.925, 3.363], [-3.223, -0.816, 3.556], [-4.254, 0.153, 2.480], [-2.267, 2.345, 1.815], [-3.739, 1.767, 0.993], [-2.391, 2.460, 0.081]], "atomic_forces_ev_per_a": [[0.3, 0.3, -0.1], [0.0, 0.0, 0.0], [0.0, 0.0, 0.0], [0.0, 0.0, 0.0], [0.0, 0.0, 0.0], [0.0, 0.0, 0.0], [0.0, 0.0, 0.0], [-0.1, 0.0, 0.0], [0.1, -0.1, 0.1], [0.0, 0.0, -0.1], [-0.1, 0.1, 0.0], [-0.1, -0.5, 0.2], [0.0, 0.1, -0.2], [0.4, -0.2, 0.4], [-0.3, 0.1, -0.4], [-0.1, 0.3, 0.0], [0.2, -0.1, -0.1], [0.0, 0.1, 0.0], [0.1, 0.0, 0.0], [0.0, 0.0, 0.0], [0.0, 0.0, 0.0], [0.0, -0.1, 0.1], [-0.1, 0.1, 0.0], [0.0, 0.0, 0.0], [0.0, 0.0, 0.0], [0.0, 0.0, 0.0], [0.0, 0.0, 0.0], [0.0, 0.0, 0.0], [0.0, -0.1, 0.0], [0.0, 0.0, 0.0], [0.0, 0.0, 0.0], [0.0, 0.0, 0.0], [0.0, 0.0, 0.0], [0.0, 0.0, 0.0], [0.0, 0.0, 0.0], [0.0, 0.0, 0.0], [0.1, -0.2, 0.0], [-0.1, 0.1, 0.1], [0.0, 0.0, 0.0], [0.0, 0.0, 0.0], [0.0, 0.0, 0.0], [0.0, 0.0, 0.0], [-0.1, -0.2, 0.0], [-0.1, 0.2, 0.0], [0.0, 0.0, 0.0], [0.0, 0.0, 0.0], [0.0, 0.0, 0.0], [0.0, 0.0, 0.0], [0.0, 0.0, 0.0], [-0.1, 0.0, 0.1], [0.0, 0.0, 0.0], [-0.1, 0.0, 0.0], [0.1, -0.1, -0.1], [0.0, 0.0, 0.0], [0.1, 0.0, -0.1], [0.0, 0.0, 0.0], [0.0, 0.0, 0.0], [0.0, 0.0, 0.0], [0.0, 0.0, 0.0], [0.0, 0.0, 0.0], [0.0, 0.0, 0.0], [0.1, -0.1, -0.1], [-0.2, 0.0, 0.1], [0.1, 0.0, 0.0], [0.0, 0.0, 0.0], [0.0, 0.0, 0.0], [0.0, 0.0, 0.0], [0.0, 0.0, 0.0], [0.0, 0.0, 0.0], [0.0, 0.0, 0.0]], "nbo_charge": [0.52, -0.79, 0.39, -0.33, -0.21, -0.35, -0.13, -0.19, 0.23, -0.72, -0.49, -0.47, -0.10, -0.02, -0.03, -0.50, -0.01, -0.27, -0.21, -0.36, -0.22, -0.23, 0.52, 0.19, 0.18, 0.19, 0.18, 0.14, 0.34, 0.19, 0.18, 0.18, 0.18, 0.18, 0.18, 0.19, -0.63, -0.01, 0.02, -0.31, -0.21, -0.26, 0.02, -0.30, 0.24, 0.21, 0.20, 0.22, -0.81, 0.33, -0.02, -0.38, -0.03, 0.00, -0.46, 0.38, 0.38, 0.25, 0.25, 0.19, -0.26, -0.51, 0.50, -0.76, 0.18, 0.19, 0.17, 0.25, 0.21, 0.24]}

{"formula": "C28H29ClN8O6PS2W", "method": "the ωB97M-V functional and the def2-TZVPD basis", "total_charge": 2, "spin_multiplicity": 2, "e_above_lowest_kcal_mol": 13.3, "homo_energy_ev": [-13.157, -13.150], "symbols": ["W", "Cl", "C", "C", "C", "C", "O", "C", "C", "O", "C", "H", "H", "H", "H", "N", "C", "C", "C", "C", "C", "C", "C", "C", "C", "C", "C", "C", "N", "C", "C", "C", "C", "N", "H", "H", "H", "H", "H", "H", "H", "H", "H", "H", "N", "N", "C", "N", "N", "N", "O", "O", "H", "H", "H", "H", "H", "C", "C", "O", "P", "S", "S", "O", "C", "C", "H", "H", "H", "H", "H", "H", "H", "H", "H", "H"], "positions_angstrom": [[-0.434, -0.778, 0.434], [-1.772, -7.709, -1.886], [-1.317, -6.088, -1.543], [-0.670, -5.331, -2.535], [-0.278, -4.029, -2.312], [-0.531, -3.444, -1.071], [-0.121, -2.201, -0.855], [-1.197, -4.192, -0.082], [-1.554, -3.561, 1.127], [-1.360, -2.350, 1.383], [-1.583, -5.528, -0.322], [-0.480, -5.794, -3.495], [0.233, -3.454, -3.071], [-2.064, -4.132, 1.905], [-2.094, -6.094, 0.447], [-3.300, 8.158, -3.990], [-3.010, 7.169, -3.484], [-2.644, 5.932, -2.848], [-2.067, 4.913, -3.600], [-1.722, 3.721, -2.987], [-1.931, 3.554, -1.618], [-2.500, 4.582, -0.870], [-2.868, 5.766, -1.483], [-1.543, 2.280, -0.967], [-2.147, 1.111, -1.430], [-3.247, 1.028, -2.310], [-3.588, -0.306, -2.429], [-2.697, -1.009, -1.622], [-1.827, -0.186, -1.011], [-0.605, 2.346, 0.074], [0.116, 3.478, 0.492], [0.950, 3.087, 1.527], [0.736, 1.726, 1.713], [-0.200, 1.260, 0.856], [-1.895, 5.057, -4.658], [-1.272, 2.926, -3.567], [-2.680, 4.445, 0.189], [-3.328, 6.561, -0.913], [-3.735, 1.869, -2.773], [-4.384, -0.733, -3.016], [-2.664, -2.076, -1.467], [0.019, 4.464, 0.069], [1.630, 3.703, 2.092], [1.213, 1.059, 2.413], [1.122, -0.545, 4.721], [-0.021, -0.097, 5.378], [-1.165, 0.150, 4.730], [-2.183, 0.594, 5.453], [-1.166, -0.110, 3.390], [-2.259, 0.185, 2.716], [-3.282, 0.666, 3.145], [-2.214, -0.095, 1.468], [1.335, -1.493, 5.007], [1.900, 0.060, 4.955], [-0.003, 0.030, 6.380], [-2.078, 0.749, 6.442], [-3.059, 0.805, 5.003], [4.847, 1.749, -0.198], [4.849, 0.268, -0.469], [3.948, -0.399, 0.498], [2.623, -1.049, -0.033], [1.553, -1.587, 1.613], [1.411, 0.104, -1.102], [3.006, -2.301, -0.901], [3.919, -3.336, -0.394], [4.990, -3.581, -1.422], [5.608, 2.232, -0.811], [5.080, 1.942, 0.849], [3.880, 2.192, -0.438], [5.822, -0.188, -0.310], [4.518, 0.032, -1.482], [3.299, -4.215, -0.225], [4.334, -3.012, 0.561], [4.555, -3.884, -2.373], [5.650, -4.378, -1.078], [5.594, -2.688, -1.584]], "atomic_forces_ev_per_a": [[0.3, 0.2, -0.3], [0.0, 0.0, 0.0], [0.0, 0.0, 0.0], [0.0, 0.0, -0.1], [0.1, 0.0, 0.1], [0.1, -0.1, -0.1], [-0.4, 0.0, -0.1], [-0.1, 0.0, 0.1], [0.0, 0.0, 0.0], [-0.1, -0.4, 0.2], [0.0, 0.0, -0.1], [0.0, 0.0, 0.0], [0.0, 0.0, 0.0], [0.0, -0.1, 0.0], [0.0, 0.0, 0.0], [0.0, 0.0, 0.0], [0.0, 0.0, 0.0], [0.0, 0.0, 0.0], [0.0, 0.0, 0.0], [0.0, 0.1, 0.0], [0.0, 0.0, 0.0], [0.0, 0.0, 0.0], [0.0, 0.0, 0.0], [0.0, 0.0, 0.0], [0.0, 0.1, 0.0], [0.0, 0.0, 0.0], [0.0, 0.0, 0.0], [0.0, -0.1, 0.0], [0.0, 0.2, -0.1], [0.0, 0.0, 0.0], [-0.1, 0.0, -0.1], [0.0, -0.1, 0.1], [0.0, 0.1, 0.0], [0.1, 0.2, 0.1], [0.0, 0.0, 0.0], [0.0, 0.0, 0.0], [0.0, 0.0, 0.0], [0.0, 0.0, 0.0], [0.0, 0.0, 0.0], [0.0, 0.0, 0.0], [0.0, 0.0, 0.0], [0.0, 0.0, 0.0], [0.0, 0.0, 0.0], [0.0, 0.0, 0.0], [0.0, 0.0, 0.0], [0.0, 0.0, 0.0], [-0.1, 0.0, 0.0], [0.1, 0.0, 0.0], [0.0, 0.1, 0.0], [0.0, -0.2, 0.0], [0.0, 0.1, 0.0], [0.0, 0.0, 0.2], [0.0, 0.0, 0.0], [0.0, 0.0, 0.0], [0.0, 0.0, 0.0], [0.0, 0.0, 0.0], [0.0, 0.0, 0.0], [0.0, 0.0, 0.0], [0.0, 0.0, 0.1], [-0.2, 0.1, -0.2], [0.1, -0.2, 0.1], [0.0, 0.0, 0.3], [0.1, 0.0, -0.3], [0.0, 0.1, 0.1], [-0.1, 0.0, 0.0], [0.0, 0.0, 0.0], [0.0, 0.0, 0.0], [0.0, 0.0, 0.0], [0.0, 0.0, 0.0], [0.0, 0.0, 0.0], [0.0, 0.0, 0.0], [0.0, 0.0, 0.0], [0.0, 0.0, 0.0], [0.0, 0.0, 0.0], [0.0, 0.0, 0.0], [0.0, 0.0, 0.0]], "mulliken_spin": [0.93, 0.00, 0.00, 0.01, -0.02, 0.03, 0.00, 0.00, 0.02, -0.03, 0.01, 0.00, 0.00, 0.00, 0.00, 0.00, 0.00, 0.00, 0.00, 0.00, 0.00, 0.00, 0.00, 0.00, -0.01, 0.03, 0.00, 0.02, 0.03, 0.00, 0.00, 0.00, 0.00, -0.02, 0.00, 0.00, 0.00, 0.00, 0.00, 0.00, 0.00, 0.00, 0.00, 0.00, 0.00, 0.00, 0.00, 0.00, 0.02, -0.01, 0.00, -0.02, 0.00, 0.00, 0.00, 0.00, 0.00, 0.00, 0.00, 0.00, 0.02, -0.01, -0.03, 0.00, 0.00, 0.00, 0.00, 0.00, 0.00, 0.00, 0.00, 0.00, 0.00, 0.00, 0.00, 0.00]}

{"formula": "C28H29CuIN4OS2", "method": "the ωB97M-V functional and the def2-TZVPD basis", "total_charge": 0, "spin_multiplicity": 2, "e_above_lowest_kcal_mol": 0.0, "homo_energy_ev": [-7.295, -7.340], "symbols": ["Cu", "C", "C", "N", "N", "C", "S", "S", "C", "C", "C", "C", "C", "C", "C", "C", "C", "C", "C", "C", "C", "O", "H", "H", "H", "H", "H", "H", "H", "H", "H", "H", "H", "H", "H", "H", "I", "C", "C", "C", "C", "C", "C", "C", "C", "C", "C", "H", "H", "H", "H", "H", "H", "N", "C", "C", "N", "H", "H", "H", "H", "H", "H", "H", "H", "H"], "positions_angstrom": [[-0.998, -0.796, 1.141], [2.803, -1.296, -1.315], [1.833, -1.215, -0.164], [0.683, -0.657, -0.274], [0.283, -0.155, -1.513], [-0.911, -0.571, -1.831], [-1.949, -1.557, -0.901], [-1.494, -0.051, -3.440], [-0.160, -0.762, -4.465], [-0.239, -2.256, -4.581], [-0.841, -2.859, -5.680], [-0.921, -4.241, -5.772], [-0.401, -5.036, -4.760], [0.202, -4.443, -3.659], [0.285, -3.061, -3.573], [2.170, -1.881, 1.101], [3.521, -2.071, 1.435], [3.921, -2.799, 2.534], [2.940, -3.411, 3.320], [1.608, -3.272, 3.008], [1.160, -2.495, 1.909], [-0.122, -2.400, 1.730], [2.404, -0.806, -2.196], [3.020, -2.341, -1.541], [3.751, -0.826, -1.047], [0.790, -0.444, -4.041], [-0.266, -0.283, -5.439], [-1.254, -2.239, -6.468], [-1.392, -4.697, -6.633], [-0.466, -6.114, -4.829], [0.604, -5.056, -2.863], [0.748, -2.602, -2.706], [4.284, -1.619, 0.812], [4.970, -2.906, 2.771], [3.226, -4.002, 4.182], [0.838, -3.746, 3.604], [0.259, 0.182, 3.591], [-1.423, 1.414, 3.737], [-1.642, 2.053, 4.923], [-2.683, 2.996, 5.030], [-3.412, 3.315, 3.924], [-3.178, 2.674, 2.681], [-3.880, 3.095, 1.528], [-3.638, 2.483, 0.334], [-2.750, 1.388, 0.265], [-2.037, 0.899, 1.341], [-2.214, 1.627, 2.570], [-1.006, 1.851, 5.775], [-2.870, 3.484, 5.978], [-4.183, 4.076, 3.971], [-4.599, 3.902, 1.616], [-4.158, 2.802, -0.563], [-2.685, 0.882, -0.690], [2.195, 4.351, 0.336], [0.746, 4.552, 0.385], [0.078, 3.297, 0.931], [0.655, 2.113, 0.232], [2.642, 5.002, -0.293], [1.606, 2.375, -0.064], [2.617, 4.468, 1.250], [0.391, 4.739, -0.631], [0.430, 5.403, 0.994], [-0.997, 3.306, 0.773], [0.259, 3.168, 1.997], [0.717, 1.269, 0.818], [0.130, 1.797, -0.595]], "atomic_forces_ev_per_a": [[0.0, -0.1, 0.1], [0.0, -0.1, 0.1], [0.0, -0.1, -0.1], [0.0, 0.1, 0.3], [-0.1, 0.0, -0.2], [0.1, 0.0, 0.1], [-0.1, 0.0, -0.1], [0.0, -0.1, 0.1], [0.1, 0.1, -0.1], [0.1, 0.0, 0.0], [0.0, 0.0, 0.0], [0.0, 0.0, 0.0], [0.0, 0.0, 0.0], [0.0, 0.0, 0.0], [0.0, -0.1, 0.0], [0.0, -0.1, 0.0], [0.0, 0.0, 0.0], [0.0, 0.0, 0.0], [-0.1, 0.0, 0.0], [0.1, 0.0, 0.0], [0.0, 0.0, 0.1], [0.0, -0.1, -0.2], [0.0, 0.0, 0.0], [0.0, 0.0, 0.0], [0.0, 0.0, 0.0], [0.0, 0.0, 0.0], [0.0, 0.0, 0.0], [0.0, 0.0, 0.0], [0.0, 0.0, 0.0], [0.0, 0.0, 0.0], [0.0, 0.0, 0.0], [0.0, 0.0, -0.1], [0.0, 0.0, 0.0], [0.0, 0.0, 0.0], [0.0, 0.0, 0.0], [0.0, 0.0, 0.0], [0.1, 0.1, 0.1], [0.0, 0.0, 0.0], [0.1, 0.0, 0.0], [0.0, 0.0, 0.0], [0.0, 0.0, 0.0], [0.0, 0.0, 0.0], [0.0, 0.0, -0.1], [0.0, 0.0, 0.0], [-0.1, -0.1, 0.0], [-0.1, 0.2, 0.0], [0.1, 0.0, 0.0], [0.0, 0.0, 0.0], [0.0, 0.0, 0.0], [0.0, 0.0, 0.0], [0.0, 0.0, 0.0], [0.0, 0.0, 0.0], [0.0, 0.0, 0.0], [0.0, 0.0, 0.0], [0.0, 0.0, 0.0], [0.0, 0.0, -0.1], [0.1, 0.0, 0.0], [0.0, 0.0, 0.0], [0.0, 0.0, 0.0], [0.0, 0.0, 0.0], [0.0, 0.0, 0.0], [0.0, 0.0, 0.0], [0.0, 0.0, 0.0], [0.1, 0.0, 0.0], [-0.2, 0.1, 0.0], [0.0, 0.0, 0.0]], "mulliken_spin": [0.66, 0.00, -0.02, 0.00, 0.02, -0.02, 0.15, 0.01, 0.00, 0.00, 0.00, 0.00, 0.00, 0.00, 0.00, 0.01, 0.00, 0.00, 0.00, 0.00, -0.01, 0.07, 0.00, 0.00, 0.00, 0.00, 0.00, 0.00, 0.00, 0.00, 0.00, 0.00, 0.00, 0.00, 0.00, 0.00, 0.05, -0.04, 0.00, 0.00, 0.00, 0.00, -0.01, 0.02, 0.05, 0.15, -0.12, 0.00, 0.00, 0.00, 0.00, 0.00, 0.01, 0.00, 0.00, 0.00, 0.00, 0.00, 0.00, 0.00, 0.00, 0.00, 0.00, 0.00, 0.00, 0.00]}

Number 1: E_tot -4780.8771 a.u., F_max 0.65 eV/A. Number 2: E_tot -3638.4029 a.u., F_max 0.48 eV/A. Number 3: E_tot -4113.1473 a.u., F_max 0.30 eV/A.